[1]
C22H37F15MgN2O23S4 as an isolated structure at a distorted geometry, computed with the ωB97M-V functional and the def2-TZVPD basis.

Kohn-Sham gap	9.29	eV
LUMO	-0.5	eV

Last column: Mulliken charge in e.
Atoms and positions in Å:
Mg  -26.88  -24.70  1.16  2.57
C  -30.11  -22.70  1.85  0.47
F  -30.91  -23.75  1.72  -0.15
F  -29.54  -22.38  0.70  -0.15
F  -30.81  -21.68  2.33  -0.01
S  -28.78  -23.11  3.17  -0.33
O  -27.76  -22.09  3.09  -0.61
O  -29.53  -23.09  4.39  -0.03
N  -28.08  -24.59  2.50  -0.16
S  -28.78  -25.79  3.31  0.15
O  -30.20  -25.54  3.48  -0.40
O  -28.54  -27.04  2.67  -0.57
C  -27.92  -25.92  5.03  0.58
F  -28.33  -27.04  5.58  -0.12
F  -26.62  -25.95  4.76  -0.18
F  -28.18  -24.89  5.79  -0.16
C  -28.55  -25.05  -2.19  0.62
F  -27.64  -25.00  -3.14  -0.23
F  -28.56  -23.88  -1.56  -0.14
F  -29.71  -25.32  -2.77  -0.20
S  -28.25  -26.46  -0.97  0.53
O  -29.38  -26.47  -0.07  -0.51
O  -28.25  -27.65  -1.78  -0.48
N  -26.78  -25.79  -0.29  -0.68
S  -25.52  -26.67  -0.88  0.82
O  -25.52  -27.16  -2.23  -0.53
O  -24.40  -25.85  -0.47  -0.65
C  -25.42  -28.16  0.27  0.71
F  -26.38  -29.03  0.05  -0.19
F  -24.27  -28.73  -0.01  -0.22
F  -25.45  -27.70  1.51  -0.18
C  -34.65  -19.36  2.76  -0.41
C  -33.22  -19.49  3.21  0.78
O  -33.10  -18.52  4.24  -0.30
C  -34.06  -17.59  4.04  0.54
O  -34.14  -16.55  4.61  -0.51
O  -34.92  -17.99  3.05  -0.35
F  -32.33  -19.17  2.24  -0.32
H  -35.32  -20.00  3.32  0.26
H  -34.80  -19.49  1.69  0.30
H  -33.03  -20.44  3.71  -0.04
C  -32.22  -21.00  -0.85  0.01
C  -31.34  -20.49  -1.99  0.42
O  -32.30  -20.45  -3.03  -0.35
C  -33.57  -20.40  -2.53  0.56
O  -34.53  -20.33  -3.23  -0.51
O  -33.52  -20.61  -1.21  -0.36
F  -30.46  -21.47  -2.32  -0.26
H  -31.91  -20.45  0.04  0.04
H  -32.11  -22.07  -0.66  0.11
H  -30.89  -19.52  -1.79  0.33
C  -30.87  -31.18  4.53  -0.40
C  -30.86  -29.69  4.24  0.40
O  -30.58  -29.67  2.85  -0.22
C  -30.24  -30.88  2.38  0.60
O  -29.94  -31.16  1.27  -0.50
O  -30.35  -31.79  3.39  -0.36
F  -29.99  -29.00  5.03  -0.28
H  -31.89  -31.57  4.67  0.24
H  -30.36  -31.52  5.43  0.30
H  -31.81  -29.19  4.43  0.22
C  -25.21  -21.49  6.26  -0.61
C  -24.59  -22.80  6.80  0.12
C  -25.61  -23.26  7.78  -0.25
O  -26.54  -22.18  7.99  -0.49
C  -26.66  -21.50  6.74  0.45
H  -25.21  -21.32  5.18  0.27
H  -24.63  -20.65  6.63  0.35
H  -23.65  -22.73  7.34  0.38
H  -24.49  -23.42  5.91  -0.36
H  -25.18  -23.46  8.76  0.34
H  -26.21  -24.12  7.45  -0.01
H  -27.06  -20.49  6.88  0.37
H  -27.37  -21.98  6.06  -0.45
C  -33.29  -23.80  4.14  -0.27
O  -33.97  -22.64  4.63  -0.52
H  -33.52  -23.80  3.07  0.31
H  -32.21  -23.62  4.16  -0.12
H  -33.53  -24.69  4.72  0.33
H  -34.88  -22.79  4.39  0.29
C  -24.85  -23.78  3.10  -0.81
O  -25.13  -24.93  2.28  -0.36
H  -24.69  -22.90  2.48  0.19
H  -25.66  -23.60  3.80  0.01
H  -24.00  -23.91  3.78  0.57
H  -24.54  -25.61  2.63  0.20
C  -25.77  -22.70  -0.60  -0.91
O  -26.64  -22.90  0.53  0.51
H  -24.78  -23.08  -0.34  0.30
H  -26.12  -23.18  -1.51  0.11
H  -25.73  -21.65  -0.89  0.38
H  -26.81  -22.00  0.84  0.10
C  -30.13  -20.54  6.08  0.00
O  -30.18  -19.24  6.66  -0.60
H  -29.88  -21.25  6.87  0.27
H  -31.08  -20.72  5.58  0.15
H  -29.34  -20.69  5.34  -0.08
H  -30.52  -18.59  6.04  0.30
C  -27.25  -27.97  8.24  -0.59
O  -27.13  -26.63  8.67  -0.45
H  -28.26  -28.09  7.83  0.19
H  -26.61  -28.21  7.39  0.23
H  -27.13  -28.79  8.95  0.36
H  -27.75  -26.45  9.38  0.28


[2]
C22H37F3N4NiO5S2Si as an isolated structure, computed with the ωB97M-V functional and the def2-TZVPD basis.

⟨S²⟩	2.010
energy above the lowest of the compared OMol25 structures with the same formula, charge and spin	109.9	kcal/mol
Kohn-Sham gap (spin up / spin down)	6.50 / 5.59	eV
LUMO (spin up / spin down)	-0.3 / -0.7	eV
spin multiplicity	3

Last column: Mulliken charge in e.
Atoms and positions in Å:
Ni  0.27  -0.05  0.01  0.42
C  2.10  -0.85  4.02  -1.96
C  1.49  -0.92  2.65  0.84
N  0.46  -0.25  2.29  -0.06
N  -0.09  0.56  3.24  -0.21
C  -1.34  1.09  3.11  0.23
N  -1.60  2.02  4.09  -0.43
S  -2.41  0.71  1.93  -0.29
C  2.12  -1.74  1.59  0.62
C  2.89  -2.86  1.88  -0.98
C  3.46  -3.56  0.83  -0.54
C  3.24  -3.12  -0.47  -0.87
C  2.44  -2.01  -0.67  -0.28
N  1.88  -1.34  0.34  0.65
H  1.38  -1.13  4.79  0.40
H  2.44  0.17  4.23  0.42
H  2.96  -1.49  4.11  0.44
H  0.48  0.82  4.04  0.25
H  -1.06  2.03  4.94  0.18
H  -2.57  2.27  4.18  0.25
H  3.03  -3.20  2.90  0.44
H  4.06  -4.44  1.02  0.42
H  3.68  -3.63  -1.32  0.43
H  2.20  -1.65  -1.66  0.52
C  -2.43  2.97  -2.17  -1.55
C  -1.07  2.55  -1.63  1.68
C  0.05  3.01  -2.56  -1.28
C  -0.88  3.15  -0.24  -1.46
O  -1.02  1.14  -1.45  0.44
Si  -1.39  -0.16  -2.47  -0.01
S  -0.74  -1.75  -1.37  -0.91
O  -0.58  0.21  -3.85  0.01
C  -0.83  -0.10  -5.22  1.60
C  -1.22  -1.57  -5.36  -1.33
C  -1.94  0.81  -5.76  -1.31
C  0.47  0.17  -5.96  -1.83
O  -2.97  -0.09  -2.90  0.25
C  -4.16  -0.66  -2.35  1.75
C  -4.21  -2.15  -2.67  -1.71
C  -4.21  -0.43  -0.84  -1.32
C  -5.31  0.07  -3.03  -1.77
H  -2.49  4.06  -2.22  0.53
H  -3.22  2.60  -1.52  0.25
H  -2.58  2.56  -3.17  0.16
H  0.04  4.10  -2.65  0.39
H  -0.08  2.57  -3.55  0.06
H  1.02  2.70  -2.18  0.14
H  -0.67  4.21  -0.33  0.34
H  0.08  2.65  1.38  0.12
H  -1.80  3.01  0.34  0.47
H  -2.19  -1.75  -4.88  0.01
H  -0.48  -2.20  -4.87  0.28
H  -1.29  -1.85  -6.41  0.53
H  -2.86  0.65  -5.20  -0.02
H  -2.12  0.61  -6.81  0.53
H  -1.64  1.86  -5.65  0.28
H  1.26  -0.47  -5.56  0.36
H  0.77  1.21  -5.82  0.35
H  0.36  -0.02  -7.03  0.40
H  -3.35  -2.65  -2.24  0.23
H  -4.21  -2.30  -3.75  0.38
H  -5.13  -2.59  -2.26  0.48
H  -3.39  -0.97  -0.35  0.21
H  -5.16  -0.78  -0.43  0.54
H  -4.10  0.63  -0.62  0.20
H  -5.26  -0.07  -4.11  0.35
H  -5.26  1.14  -2.81  0.35
H  -6.27  -0.30  -2.67  0.41
F  4.48  2.30  -0.38  -0.29
C  3.21  2.18  0.03  1.12
F  2.56  1.36  -0.76  -0.12
F  3.20  1.69  1.28  -0.27
C  2.62  3.64  -0.01  -0.12
O  2.64  4.40  0.89  -0.32
O  0.21  2.50  0.44  -0.48